A cluster of 2 separate species, CH2O3PS in total at a distorted geometry, computed with ωB97M-V with the def2-TZVPD basis set.

E_LUMO (spin up / spin down): 1.55 / 1.56 eV
charge: -1
energy relative to the best compared isomer or geometry (same formula, charge and spin): 54.1 kcal/mol

Element x y z (Å)
S: 1.653 -1.503 -1.538
P: 0.447 0.542 1.787
O: -0.145 -0.782 2.101
O: -1.820 0.633 0.403
O: -0.925 2.666 0.811
C: -0.919 1.437 0.993
H: 2.951 -1.870 -1.718
H: -1.629 -0.333 0.603

The molecule's Mulliken atomic charges, reported in e, are given here: S -0.825; P 0.290; O -0.467; O -0.453; O -0.551; C 0.671; H -0.055; H 0.390


A cluster of 2 separate species, CH2O3S in total at a distorted geometry, computed with ωB97M-V with the def2-TZVPD basis set.

E_LUMO: -0.29 eV
energy relative to the best compared isomer or geometry (same formula, charge and spin): 11.5 kcal/mol

Element x y z (Å)
S: 0.562 1.664 0.344
O: 1.011 -0.825 0.075
O: -0.122 1.365 -0.830
O: -0.336 1.938 1.414
C: -0.017 -1.294 -0.224
H: -0.176 -2.311 -0.314
H: -0.923 -0.536 -0.466

The molecule's Mulliken atomic charges, reported in e, are given here: S 0.742; O -0.387; O -0.406; O -0.406; C -0.053; H 0.336; H 0.174


The molecule CH2O3S at a distorted geometry, computed with ωB97M-V with the def2-TZVPD basis set.

E_LUMO: 0.52 eV
SMILES: O=S1(=O)CO1
energy relative to the best compared isomer or geometry (same formula, charge and spin): 45.1 kcal/mol

Element x y z (Å)
S: 2.005 -0.011 -0.013
O: 1.029 -0.001 1.358
O: 2.730 1.170 -0.272
O: 2.725 -1.177 -0.209
C: 0.294 0.018 0.110
H: -0.159 0.977 0.081
H: -0.300 -0.785 0.206

The molecule's Mulliken atomic charges, reported in e, are given here: S 0.954; O -0.344; O -0.496; O -0.486; C -0.171; H 0.243; H 0.301


A cluster of 2 separate species, CH2O3S in total at a distorted geometry, computed with ωB97M-V with the def2-TZVPD basis set.

E_LUMO (spin up / spin down): -2.08 / -2.08 eV
energy relative to the best compared isomer or geometry (same formula, charge and spin): 116.8 kcal/mol

Element x y z (Å)
S: 2.474 -0.082 -0.145
O: 3.277 1.143 -0.226
O: 3.140 -1.250 0.278
O: 0.248 1.280 0.283
C: 0.870 0.202 0.746
H: 0.455 -1.339 -0.245
H: -0.680 1.102 0.446

The molecule's Mulliken atomic charges, reported in e, are given here: S 0.742; O -0.471; O -0.406; O -0.302; C -0.070; H 0.116; H 0.390


A cluster of 2 separate species, CH2O3S in total at a distorted geometry, computed with ωB97M-V with the def2-TZVPD basis set.

⟨S²⟩: 2.013
E_LUMO (spin up / spin down): 0.12 / -2.19 eV
spin multiplicity: 3
energy relative to the best compared isomer or geometry (same formula, charge and spin): 125.3 kcal/mol

Element x y z (Å)
S: -1.944 0.281 1.280
O: -0.965 -1.106 0.784
O: 0.347 0.072 2.871
O: 0.273 0.390 -0.514
C: -0.304 0.017 0.655
H: 0.847 -0.076 3.664
H: 0.074 -0.089 -1.370

The molecule's Mulliken atomic charges, reported in e, are given here: S -0.118; O -0.295; O -0.342; O -0.430; C 0.561; H 0.286; H 0.338


A structure of composition CH2O3S2 at a distorted geometry, computed with ωB97M-V with the def2-TZVPD basis set.

E_LUMO: -0.72 eV
energy relative to the best compared isomer or geometry (same formula, charge and spin): 67.9 kcal/mol

Element x y z (Å)
S: -1.764 -1.141 0.750
S: -0.220 1.390 -0.707
O: -2.657 -0.063 0.327
O: -0.420 -0.562 1.612
O: 0.976 -1.426 -0.066
C: -0.121 -0.807 0.287
H: 1.774 -0.964 0.346
H: -1.634 1.699 -0.684

The molecule's Mulliken atomic charges, reported in e, are given here: S 0.468; S -0.309; O -0.464; O -0.269; O -0.421; C 0.401; H 0.417; H 0.176


Number 1: E_tot -1004.60224 a.u.. Number 2: E_tot -663.15450 a.u.. Number 3: E_tot -663.10108 a.u.. Number 4: E_tot -662.98672 a.u.. Number 5: E_tot -662.96734 a.u.. Number 6: E_tot -1061.26541 a.u..